C29H39N5ReSi as an isolated structure. Source: the Open Molecules 2025 dataset; level of theory: ωB97M-V with the def2-TZVPD basis set.

Its expectation value of S² is 0.76. The calculation puts the max |F| at 0.0190 hartree/bohr. Its multiplicity is 2. Its charge is +2. Its HOMO energy (alpha / beta) is -12.018 / -12.083 eV.

CARTESIAN COORDINATES (ANGSTROEM)
Re  0.732  1.259  -0.150
C  -1.459  -1.651  2.380
C  -0.935  -0.816  1.249
N  0.052  0.098  1.407
C  0.653  0.233  2.740
C  1.161  1.650  2.855
N  1.852  1.969  1.586
C  3.247  1.459  1.514
C  3.775  1.918  0.171
N  2.771  1.516  -0.873
C  2.893  2.401  -2.086
C  1.541  2.566  -2.804
N  0.543  1.685  -2.189
C  -0.484  1.281  -2.880
C  -0.732  1.673  -4.295
C  -1.334  0.401  -2.122
C  -2.442  -0.235  -2.584
C  -3.127  -1.165  -1.767
C  -2.637  -1.415  -0.525
C  -1.475  -0.761  -0.037
N  -0.815  0.194  -0.831
H  -1.991  -1.047  3.119
H  -0.660  -2.179  2.904
H  -2.155  -2.404  2.018
H  1.453  -0.504  2.871
H  -0.082  0.051  3.524
H  1.837  1.791  3.699
H  0.328  2.346  2.949
H  1.853  2.989  1.501
H  3.208  0.370  1.576
H  3.851  1.827  2.346
H  4.772  1.554  -0.077
H  3.816  3.008  0.169
H  3.000  0.566  -1.166
H  3.675  2.003  -2.732
H  3.241  3.368  -1.734
H  1.642  2.341  -3.865
H  1.188  3.595  -2.711
H  -0.625  2.751  -4.422
H  -1.739  1.406  -4.601
H  -0.034  1.184  -4.977
H  -2.804  -0.010  -3.577
H  -4.027  -1.649  -2.118
H  -3.151  -2.097  0.138
C  0.084  -3.176  -2.042
Si  0.204  -3.269  -0.208
C  1.618  -2.407  0.609
C  -0.805  -4.452  0.733
C  -1.965  -5.010  0.170
C  -2.721  -5.918  0.886
C  -2.308  -6.307  2.155
C  -1.151  -5.786  2.720
C  -0.409  -4.853  2.019
H  0.761  -3.940  -2.445
H  0.417  -2.205  -2.406
H  -0.914  -3.396  -2.411
H  2.607  -2.662  0.236
H  1.579  -2.562  1.688
H  1.374  -1.347  0.440
H  -2.272  -4.734  -0.832
H  -3.622  -6.337  0.460
H  -2.892  -7.030  2.709
H  -0.838  -6.106  3.704
H  0.482  -4.436  2.474
C  -1.379  5.624  0.521
C  -2.119  4.450  0.613
C  -1.519  3.219  0.407
C  -0.157  3.114  0.088
C  0.562  4.308  -0.007
C  -0.033  5.548  0.211
H  -1.849  6.583  0.687
H  -3.173  4.495  0.856
H  -2.123  2.323  0.496
H  1.624  4.299  -0.260
H  0.559  6.450  0.132

Mulliken atomic charge list, values in e, 6 entries: 0.80, -2.19, 0.97, 0.43, -0.46, -1.31